1.
Computed, not measured: a molecular structure, C38H45FN2SbSe4Zr, with wB97M-V/def2-TZVPD.

Properties
net charge = -1
frontier orbital gap = 5.89 eV

Geometry (Å):
Zr1 1.72197 -0.44665 0.01012
Se1 6.20179 0.38080 2.08033
Sb1 5.02350 -0.84426 0.38223
Se2 3.04262 -2.06032 1.51743
Se3 3.69701 0.76621 -1.19346
Se4 6.41581 -2.31435 -0.91966
C1 -2.58241 3.69520 -1.12148
C2 -2.20360 2.54558 -0.19065
C3 -3.43705 1.98820 0.51977
C4 -1.14048 2.95502 0.82340
C5 -1.51729 3.84862 1.82217
C6 -0.66988 4.14122 2.87512
C7 0.55907 3.50961 2.96161
C8 0.98487 2.61347 1.98864
C9 2.35829 1.98881 2.12807
C10 2.64879 1.43532 3.51543
C11 3.41686 2.98530 1.66629
C12 0.15035 2.39742 0.88869
N1 0.54498 1.49352 -0.15903
C13 0.44955 1.94564 -1.36308
C14 0.27851 1.19349 -2.58547
C15 0.03807 2.00856 -3.71376
C16 -0.47768 1.51230 -4.88033
C17 -0.81327 0.14893 -4.90714
C18 -0.57769 -0.67397 -3.83626
C19 0.05457 -0.20800 -2.65953
N2 0.41224 -1.06502 -1.65028
C20 -0.16423 -2.40589 -1.70452
C21 0.56126 -3.50198 -2.21451
C22 0.00496 -4.77354 -2.08130
C23 -1.23149 -4.97972 -1.49768
C24 -1.96386 -3.88918 -1.06936
C25 -1.46118 -2.59814 -1.18132
C26 -2.37786 -1.45911 -0.75315
C27 -3.51176 -1.24168 -1.76582
C28 -3.01055 -1.70310 0.62071
C29 1.89869 -3.42998 -2.94303
C30 3.02499 -2.91481 -2.06402
C31 1.86503 -2.64839 -4.25661
H1 -3.31450 3.36789 -1.86340
H2 -1.71224 4.08670 -1.65278
H3 -3.02269 4.52381 -0.55872
H4 -1.82479 1.73468 -0.80565
H5 -3.96389 2.76451 1.08209
H6 -3.16536 1.19576 1.21881
H7 -4.13817 1.57290 -0.20962
H8 -2.50490 4.29529 1.78827
H9 -0.97910 4.83587 3.64660
H10 1.20349 3.70778 3.80882
H11 2.44611 1.13565 1.43534
H12 2.63088 2.23692 4.25947
H13 3.64802 1.00014 3.50827
H14 1.93050 0.67170 3.80694
H15 3.33587 3.87546 2.30114
H16 3.25897 3.27511 0.62706
H17 4.41207 2.55088 1.76140
H18 0.39154 3.02460 -1.51490
H19 0.24630 3.06891 -3.61896
H20 -0.65274 2.15262 -5.73325
H21 -1.26423 -0.27756 -5.79643
H22 -0.81860 -1.72487 -3.90484
H23 0.57526 -5.61979 -2.44874
H24 -1.62516 -5.98273 -1.38552
H25 -2.94735 -4.03182 -0.63694
H26 -1.78422 -0.54675 -0.70665
H27 -4.09117 -2.16259 -1.88445
H28 -3.15091 -0.93660 -2.74493
H29 -4.19476 -0.46613 -1.40471
H30 -3.81858 -2.43781 0.55123
H31 -3.45495 -0.77745 0.99048
H32 -2.28528 -2.04666 1.35833
H33 2.12693 -4.46863 -3.19890
H34 2.66190 -1.97307 -1.65945
H35 3.93632 -2.66907 -2.60259
H36 3.28147 -3.56345 -1.23260
H37 1.84678 -1.57181 -4.08059
H38 1.01239 -2.91009 -4.88828
H39 2.77774 -2.86936 -4.81472
F1 -0.57443 -0.16511 7.04417
C32 -0.46600 -0.33500 5.69964
C33 -1.02690 0.59637 4.85618
C34 -0.90556 0.40648 3.48078
C35 -0.22847 -0.67972 2.93540
C36 -0.05771 -0.86628 1.45292
C37 0.29928 -1.60488 3.83680
C38 0.19341 -1.44317 5.21458
H40 -1.54697 1.45370 5.26505
H41 -1.34789 1.14294 2.81735
H42 -0.88673 -0.37210 0.94704
H43 -0.11659 -1.93711 1.21292
H44 0.82394 -2.46943 3.44903
H45 0.61818 -2.16276 5.90295

2.
Computed, not measured: a molecular structure, C16H18BFMgN6, with wB97M-V/def2-TZVPD.

Properties
net charge = +2
frontier orbital gap (spin up / spin down) = 5.95 / 4.97 eV

Geometry (Å):
C1 2.87371 -0.19309 -0.00067
N1 1.61206 -0.14851 -0.45743
N2 1.70489 0.22037 -1.79648
C2 3.01112 0.32390 -2.15470
C3 3.78486 0.10777 -1.02306
B1 0.42361 0.30966 -2.70434
N3 -0.54216 -0.87642 -2.37890
N4 -0.80985 -1.39278 -1.10987
C4 -1.69398 -2.40496 -1.28914
C5 -1.93263 -2.59541 -2.66124
C6 -1.17431 -1.62665 -3.31297
Mg1 0.03724 -1.40366 0.97990
N5 -0.30036 1.70168 -2.56183
N6 -0.96144 2.04013 -1.40291
C7 -1.31989 3.32506 -1.47303
C8 -0.99663 3.81319 -2.77544
C9 -0.35531 2.75346 -3.43001
H1 -1.77287 3.86426 -0.62967
H2 0.07229 2.67832 -4.41836
H3 -1.20786 4.79620 -3.14827
H4 0.77013 0.21074 -3.85536
H5 -0.99995 -1.47105 -4.37013
H6 3.29839 0.47258 -3.18930
H7 -2.54647 -3.34874 -3.11215
H8 4.85568 0.13026 -0.95166
H9 -2.12749 -2.95733 -0.45638
H10 3.09537 -0.47777 1.02491
H11 -1.99075 -0.92726 1.31346
C10 -1.92927 -1.76636 2.00549
H12 -2.67318 -2.51453 1.67575
H13 -0.90790 -2.25146 2.11331
H14 -2.21615 -1.40676 3.00800
F1 0.31388 2.65079 5.81415
C11 0.36846 1.99574 4.60099
C12 1.28587 0.96268 4.44079
C13 1.25915 0.22354 3.22000
C14 0.27147 0.48520 2.29838
C15 -0.54687 1.58682 2.39314
C16 -0.55256 2.34459 3.61240
H15 1.98719 0.70681 5.23262
H16 2.00769 -0.55976 3.05715
H17 -1.20742 1.87913 1.57510
H18 -1.25876 3.15192 3.77437